# 1
The ion C21H26N with charge +1 at a distorted geometry. Source: OMol25; level of theory: ωB97M-V/def2-TZVPD.

Values from the calculation:
**Kohn-Sham gap**: 8.4 eV
**Energy above the lowest of the compared OMol25 structures with the same formula, charge and spin**: 258.3 kJ/mol

The geometry in ORCA input format:
```
! wB97M-V def2-TZVPD RIJCOSX def2/J DEFGRID3
* xyz 1 1
C -1.376 -2.176 -0.541
N -0.305 -3.310 -0.342
C -0.846 -4.871 -0.622
C 0.072 -6.068 -0.437
C 0.294 -6.703 0.749
C 0.879 -8.031 0.956
C 1.054 -8.605 2.243
C 1.567 -9.897 2.408
C 1.836 -10.707 1.295
C 1.656 -10.166 -0.006
C 1.160 -8.866 -0.162
C -1.450 -4.849 -2.023
C -2.777 -4.483 -2.223
C -3.263 -4.319 -3.534
C -2.446 -4.538 -4.650
C -1.147 -4.986 -4.431
C -0.673 -5.220 -3.120
C 0.083 -3.150 1.145
C 0.999 -1.966 1.509
C 2.254 -1.938 0.651
C 1.812 -1.748 -0.804
C 0.867 -2.880 -1.298
H -1.555 -1.958 -1.600
H -2.384 -2.360 -0.109
H -0.911 -1.268 -0.083
H -1.630 -4.853 0.160
H 0.549 -6.450 -1.368
H -0.285 -6.257 1.599
H 0.807 -8.002 3.123
H 1.701 -10.305 3.430
H 2.123 -11.753 1.440
H 1.851 -10.807 -0.870
H 0.990 -8.500 -1.184
H -3.457 -4.350 -1.362
H -4.342 -4.132 -3.679
H -2.798 -4.323 -5.658
H -0.518 -5.281 -5.272
H 0.306 -5.687 -3.022
H -0.872 -3.053 1.675
H 0.566 -4.061 1.492
H 0.496 -0.980 1.489
H 1.343 -2.114 2.543
H 2.907 -1.115 0.945
H 2.890 -2.826 0.782
H 1.381 -0.724 -0.940
H 2.737 -1.778 -1.430
H 1.508 -3.747 -1.530
H 0.417 -2.563 -2.250
*
```

# 2
A cluster of 2 separate species, C21H26N2O2S in total at a distorted geometry. Source: OMol25; level of theory: ωB97M-V/def2-TZVPD.

Values from the calculation:
**Kohn-Sham gap**: 4.3 eV
**Energy above the lowest of the compared OMol25 structures with the same formula, charge and spin**: 401.4 kJ/mol

The geometry in ORCA input format:
```
! wB97M-V def2-TZVPD RIJCOSX def2/J DEFGRID3
* xyz 0 1
C -0.297 1.175 2.814
C -1.523 0.351 2.447
C -2.349 0.015 3.692
C -2.399 1.141 1.491
C -1.030 -0.893 1.741
N -1.261 -2.119 2.230
C -0.716 -3.095 1.405
C -0.091 -2.461 0.318
C 0.422 -3.283 -0.690
C 0.374 -4.681 -0.538
C -0.245 -5.274 0.579
C -0.818 -4.462 1.567
C -0.249 -1.007 0.547
C 0.237 0.029 -0.249
C 1.321 -0.160 -1.160
C 2.406 -1.038 -0.888
C 3.376 -1.291 -1.844
C 3.269 -0.738 -3.126
C 4.253 -1.136 -4.184
C 2.266 0.211 -3.378
C 1.344 0.536 -2.396
H 0.314 1.363 1.928
H -0.611 2.138 3.230
H 0.316 0.647 3.554
H -3.244 -0.573 3.453
H -1.773 -0.499 4.470
H -2.700 0.961 4.122
H -3.255 0.545 1.153
H -2.757 2.045 1.995
H -1.834 1.471 0.619
H -1.779 -2.349 3.072
H 0.836 -2.845 -1.599
H 0.820 -5.319 -1.308
H -0.269 -6.361 0.671
H -1.315 -4.858 2.448
H -0.240 1.006 -0.243
H 2.483 -1.513 0.089
H 4.217 -1.954 -1.628
H 4.071 -0.584 -5.113
H 5.280 -0.934 -3.850
H 4.197 -2.212 -4.406
H 2.209 0.675 -4.367
H 0.559 1.274 -2.567
C -2.032 5.885 -0.325
S -0.809 4.795 -1.089
N -1.355 3.360 -0.635
O -0.911 5.045 -2.525
O 0.497 5.079 -0.502
H -1.844 6.913 -0.648
H -3.030 5.590 -0.667
H -1.972 5.848 0.768
H -2.357 3.542 -0.480
*
```

# 3
An isolated molecule of C21H26N2O3. Source: OMol25; level of theory: ωB97M-V/def2-TZVPD.

Values from the calculation:
**Kohn-Sham gap**: 8.4 eV
**Energy above the lowest of the compared OMol25 structures with the same formula, charge and spin**: 303.7 kJ/mol

The geometry in ORCA input format:
```
! wB97M-V def2-TZVPD RIJCOSX def2/J DEFGRID3
* xyz 0 1
C -3.842 -2.066 -0.683
O -3.061 -1.479 0.326
C -1.710 -1.632 0.261
C -1.022 -2.257 -0.762
C 0.356 -2.413 -0.703
C 1.077 -1.945 0.379
C 2.564 -2.160 0.503
C 3.354 -1.904 -0.796
N 3.163 -0.622 -1.440
C 3.631 0.544 -0.718
C 2.564 1.261 0.135
O 3.155 2.081 1.119
C 1.599 2.057 -0.769
N 0.281 2.156 -0.212
C -0.012 2.712 1.006
C -1.352 2.672 1.235
C -1.947 2.058 0.099
C -3.261 1.766 -0.261
C -3.495 1.181 -1.483
C -2.443 0.862 -2.346
C -1.133 1.130 -2.013
C -0.888 1.741 -0.789
C 0.389 -1.289 1.401
C -0.983 -1.123 1.360
O -1.726 -0.518 2.325
C -1.063 0.016 3.443
H -3.697 -3.152 -0.722
H -4.875 -1.850 -0.417
H -3.624 -1.634 -1.665
H -1.552 -2.645 -1.618
H 0.854 -2.927 -1.511
H 2.748 -3.197 0.798
H 2.957 -1.523 1.298
H 4.422 -2.008 -0.580
H 3.094 -2.664 -1.537
H 2.186 -0.515 -1.696
H 4.456 0.244 -0.068
H 4.027 1.261 -1.453
H 1.981 0.525 0.694
H 3.742 2.714 0.687
H 1.521 1.567 -1.741
H 2.014 3.063 -0.928
H 0.781 3.091 1.622
H -1.865 3.035 2.103
H -4.074 2.000 0.410
H -4.507 0.958 -1.787
H -2.662 0.397 -3.297
H -0.333 0.874 -2.693
H 0.947 -0.930 2.253
H -0.553 -0.763 4.021
H -1.842 0.465 4.057
H -0.343 0.788 3.153
*
```

# 4
A structure of composition C21H26N2O5 at a distorted geometry. Source: OMol25; level of theory: ωB97M-V/def2-TZVPD.

Values from the calculation:
**Kohn-Sham gap**: 7.6 eV
**Energy above the lowest of the compared OMol25 structures with the same formula, charge and spin**: 1900.0 kJ/mol

The geometry in ORCA input format:
```
! wB97M-V def2-TZVPD RIJCOSX def2/J DEFGRID3
* xyz 0 1
C -4.890 -3.285 -0.974
C -4.395 -2.141 -0.155
H -5.005 -1.157 -0.391
H -4.634 -2.435 0.879
O -3.154 -2.011 -0.533
C -2.684 -0.989 0.529
C -1.198 -1.025 0.455
C -0.541 -2.273 0.402
C -0.226 -3.005 -0.864
C 1.106 -2.501 -1.459
O 2.123 -2.417 -0.573
H 2.859 -2.172 -1.136
H 1.261 -3.170 -2.508
H 0.945 -1.302 -1.642
H -1.027 -3.001 -1.585
H -0.039 -4.108 -0.408
H 0.432 -2.372 1.162
H -1.269 -2.948 1.175
H -0.826 -0.482 -0.808
C -0.516 0.205 1.342
C 0.894 0.361 0.739
C 1.913 -0.065 1.592
N 3.179 0.231 0.773
C 4.394 -0.301 1.151
O 5.386 0.063 0.003
C 4.673 -1.178 2.206
H 4.288 -0.834 3.097
H 5.669 -1.326 2.292
H 3.900 -2.133 2.227
C 2.839 0.826 -0.327
C 3.577 1.500 -1.480
C 2.872 2.066 -2.547
C 1.554 2.313 -2.364
C 0.740 1.627 -1.379
C 1.373 0.972 -0.350
H -0.264 2.110 -1.286
H 1.071 2.840 -3.346
H 3.470 2.532 -2.970
H 4.617 1.299 -1.441
H 1.955 -0.597 2.441
C -1.203 1.346 1.299
C -2.654 1.533 0.867
O -3.309 0.323 0.219
C -3.303 2.613 0.525
O -2.896 3.871 0.804
N -4.312 2.571 -0.090
H -4.706 1.629 -0.354
H -4.896 3.311 -0.187
H -0.811 2.438 1.366
H -0.640 -0.152 2.306
H -2.853 -1.098 1.485
H -4.765 -2.962 -2.149
H -5.798 -3.477 -1.003
H -4.258 -4.236 -0.742
*
```

| no. | lowest unoccupied orbital energy (eV) |
| --- | --- |
| 1 | -2.980 |
| 2 | -2.228 |
| 3 | 0.715 |
| 4 | -0.766 |